# 1
{"formula": "C15H22ClF4N2O5PPd", "method": "ωB97M-V with the def2-TZVPD basis set", "symbols": ["Pd", "C", "N", "C", "C", "C", "N", "C", "C", "F", "C", "F", "C", "C", "F", "C", "F", "H", "H", "H", "H", "H", "H", "H", "H", "H", "H", "H", "Cl", "C", "C", "O", "O", "H", "H", "C", "O", "P", "O", "C", "O", "C", "H", "H", "H", "H", "H", "H", "H", "H", "H"], "coordinates": [[-0.453, -0.496, 0.010], [-0.388, 2.570, 1.295], [0.423, 1.813, 0.362], [0.102, 2.223, -1.001], [1.834, 1.889, 0.632], [2.705, 0.928, -0.183], [2.083, -0.366, -0.417], [2.865, -1.395, -0.681], [2.277, -2.636, -1.114], [0.958, -2.664, -1.407], [2.978, -3.796, -1.299], [2.290, -4.900, -1.695], [4.356, -3.897, -1.130], [4.972, -2.704, -0.814], [6.327, -2.682, -0.671], [4.299, -1.516, -0.634], [5.096, -0.425, -0.396], [-0.226, 3.660, 1.190], [-0.136, 2.277, 2.316], [-1.441, 2.348, 1.120], [0.381, 3.283, -1.171], [-0.970, 2.105, -1.166], [0.641, 1.598, -1.712], [1.972, 1.663, 1.694], [2.211, 2.918, 0.460], [3.642, 0.856, 0.370], [2.949, 1.412, -1.141], [4.893, -4.826, -1.242], [-4.885, 5.222, -0.707], [-4.055, 3.668, -1.175], [-4.034, 2.537, -0.129], [-4.730, 2.628, 0.892], [-3.273, 1.621, -0.523], [-3.036, 3.930, -1.439], [-4.574, 3.307, -2.059], [-4.879, -0.681, 1.032], [-3.809, -1.533, 1.457], [-2.407, -1.537, 0.618], [-1.975, -2.984, 1.321], [-0.583, -3.238, 1.458], [-3.073, -2.003, -0.832], [-2.340, -1.610, -1.988], [-5.779, -1.053, 1.524], [-5.010, -0.738, -0.048], [-4.696, 0.358, 1.306], [-0.270, -4.034, 0.780], [-0.377, -3.535, 2.491], [-0.035, -2.314, 1.215], [-1.881, -2.484, -2.453], [-1.542, -0.897, -1.680], [-3.018, -1.116, -2.687]], "forces_ev_per_a": [[-0.339, 0.275, 1.151], [0.070, -0.102, 0.127], [-0.373, 0.121, -0.622], [0.079, 0.060, 0.062], [-0.026, -0.138, 0.275], [-0.161, -0.083, -0.076], [-0.030, 0.022, -0.066], [-0.062, 0.108, 0.030], [-0.087, -0.187, -0.094], [0.123, 0.053, 0.090], [-0.116, 0.023, -0.016], [0.073, 0.003, 0.032], [-0.019, -0.042, -0.026], [0.016, 0.176, 0.019], [-0.036, -0.050, -0.025], [0.096, -0.029, 0.004], [0.019, -0.102, 0.009], [0.036, 0.022, 0.018], [-0.018, -0.004, 0.009], [0.015, 0.011, -0.037], [0.022, 0.013, -0.019], [-0.030, -0.011, 0.019], [0.022, -0.006, -0.020], [-0.057, 0.003, 0.007], [0.062, 0.026, 0.065], [0.010, 0.098, -0.017], [0.017, -0.035, -0.039], [-0.010, 0.020, -0.004], [0.066, -0.163, -0.036], [-0.087, 0.261, -0.138], [0.077, -0.164, 0.071], [0.035, 0.038, -0.006], [-0.196, 0.145, 0.083], [0.016, 0.065, -0.008], [0.007, 0.039, -0.038], [0.091, 0.079, 0.078], [0.115, 0.281, -0.145], [1.066, -0.680, -0.646], [-0.131, 0.148, -0.020], [-0.199, 0.087, 0.019], [-0.018, 0.032, 0.149], [-0.088, 0.064, 0.181], [-0.012, -0.004, 0.034], [-0.002, 0.003, -0.015], [-0.022, -0.052, -0.027], [-0.001, 0.002, -0.041], [-0.044, -0.021, 0.011], [0.253, -0.219, 0.065], [0.024, -0.009, -0.016], [-0.196, -0.167, -0.412], [-0.052, -0.009, -0.002]], "homo_lumo_gap_ha": 0.208, "relative_energy_kj_mol": 44.0, "e_lumo_ev": 4.778, "charge": -2}

=====

# 2
{"formula": "C15H22ClNO2", "method": "ωB97M-V with the def2-TZVPD basis set", "symbols": ["Cl", "C", "C", "C", "C", "C", "O", "C", "C", "C", "C", "C", "N", "C", "C", "O", "C", "C", "C", "H", "H", "H", "H", "H", "H", "H", "H", "H", "H", "H", "H", "H", "H", "H", "H", "H", "H", "H", "H", "H", "H"], "coordinates": [[3.970, 2.732, -0.153], [3.732, 1.023, -0.052], [4.819, 0.173, -0.190], [4.604, -1.190, -0.106], [3.338, -1.707, 0.109], [2.253, -0.846, 0.247], [0.973, -1.228, 0.461], [0.657, -2.608, 0.497], [-0.853, -2.758, 0.671], [-1.648, -2.598, -0.625], [-1.478, -1.249, -1.323], [-1.927, -0.066, -0.460], [-3.254, -0.286, 0.091], [-3.527, 0.408, 1.337], [-3.842, 1.895, 1.128], [-4.931, 2.060, 0.242], [-4.666, 1.447, -1.003], [-4.347, -0.045, -0.836], [2.461, 0.533, 0.163], [5.806, 0.572, -0.357], [5.439, -1.866, -0.210], [3.209, -2.776, 0.172], [1.178, -3.080, 1.342], [0.982, -3.096, -0.432], [-1.050, -3.752, 1.075], [-1.190, -2.025, 1.402], [-2.705, -2.728, -0.388], [-1.355, -3.389, -1.320], [-0.433, -1.090, -1.590], [-2.054, -1.271, -2.250], [-1.857, 0.851, -1.066], [-1.229, 0.037, 0.371], [-2.676, 0.297, 2.011], [-4.400, -0.073, 1.791], [-4.142, 2.366, 2.065], [-2.956, 2.414, 0.731], [-5.566, 1.585, -1.605], [-3.826, 1.961, -1.497], [-4.106, -0.483, -1.805], [-5.232, -0.549, -0.434], [1.617, 1.195, 0.268]], "forces_ev_per_a": [[0.030, 0.226, -0.013], [-0.110, -0.302, 0.027], [0.081, 0.005, -0.012], [0.030, 0.163, -0.010], [-0.324, -0.215, 0.059], [0.329, 0.190, -0.069], [-0.046, 0.247, 0.008], [-0.191, -0.421, 0.233], [0.247, 0.067, -0.347], [0.084, 0.108, 0.018], [-0.127, -0.003, 0.160], [0.080, -0.129, -0.222], [0.030, 0.017, 0.129], [-0.144, 0.338, -0.005], [0.169, -0.225, 0.226], [-0.110, -0.030, 0.034], [0.069, -0.273, -0.181], [-0.142, 0.251, -0.009], [-0.073, -0.123, 0.017], [0.081, 0.063, -0.015], [0.070, -0.057, -0.009], [-0.051, -0.087, 0.008], [0.018, 0.062, -0.139], [0.034, 0.041, 0.057], [0.015, 0.020, 0.088], [-0.014, -0.013, 0.182], [-0.009, -0.095, -0.064], [-0.038, -0.065, -0.007], [0.018, 0.034, -0.130], [0.048, 0.031, -0.079], [0.058, 0.007, 0.103], [-0.013, 0.083, -0.003], [-0.004, -0.022, 0.037], [0.033, 0.071, 0.091], [0.101, -0.005, -0.016], [-0.057, -0.001, 0.045], [0.089, -0.022, -0.052], [-0.084, -0.013, 0.017], [-0.059, -0.046, -0.049], [-0.035, 0.017, -0.119], [-0.082, 0.110, 0.010]], "homo_lumo_gap_ha": 0.327, "relative_energy_kj_mol": 16.2, "smiles": "Clc1cccc(OCCCCCN2CCOCC2)c1", "e_lumo_ev": 0.795}

=====

# 3
{"formula": "C15H22IrN7O10P2", "method": "ωB97M-V with the def2-TZVPD basis set", "symbols": ["Ir", "O", "P", "O", "O", "O", "P", "O", "O", "O", "H", "H", "N", "C", "C", "O", "O", "H", "H", "H", "H", "N", "C", "N", "N", "C", "N", "H", "H", "H", "H", "C", "N", "N", "C", "O", "C", "C", "C", "C", "C", "C", "C", "C", "C", "H", "H", "H", "H", "H", "H", "H", "H", "H", "H", "H", "H"], "coordinates": [[-1.059, -0.746, -0.529], [-1.664, -2.471, -4.590], [-0.851, -1.919, -3.349], [0.280, -2.827, -3.009], [-1.852, -1.600, -2.241], [-0.289, -0.509, -3.887], [0.856, 0.312, -3.061], [2.097, -0.701, -3.131], [1.176, 1.602, -3.666], [0.362, 0.314, -1.608], [-2.445, -1.939, -4.783], [1.768, -1.624, -3.138], [0.336, -2.228, -0.274], [-0.172, -3.202, 0.722], [-1.676, -3.051, 1.001], [-2.298, -3.947, 1.528], [-2.188, -1.889, 0.702], [0.477, -2.666, -1.194], [1.203, -1.788, 0.018], [0.331, -3.037, 1.675], [0.023, -4.223, 0.402], [-4.655, -1.735, 1.015], [-5.504, -0.990, 0.296], [-6.825, -1.235, 0.368], [-5.132, 0.012, -0.478], [-3.867, 0.262, -0.520], [-2.736, 0.493, -0.562], [-4.973, -2.576, 1.463], [-3.649, -1.682, 0.832], [-7.190, -2.032, 0.855], [-7.433, -0.684, -0.209], [2.936, 3.660, 1.014], [1.654, 2.994, 0.950], [1.490, 1.656, 1.223], [0.189, 1.317, 0.990], [-0.211, 0.110, 1.154], [-0.479, 2.496, 0.606], [0.463, 3.494, 0.575], [0.320, 4.926, 0.197], [2.594, 0.775, 1.460], [3.104, 0.027, 0.410], [4.169, -0.831, 0.648], [4.719, -0.923, 1.920], [4.206, -0.160, 2.960], [3.135, 0.691, 2.734], [3.727, 2.917, 0.976], [3.037, 4.244, 1.930], [3.037, 4.312, 0.149], [-1.513, 2.561, 0.323], [-0.727, 5.148, 0.008], [0.883, 5.140, -0.714], [0.680, 5.585, 0.987], [2.673, 0.128, -0.572], [4.572, -1.416, -0.168], [5.553, -1.588, 2.101], [4.634, -0.234, 3.951], [2.707, 1.278, 3.537]], "forces_ev_per_a": [[0.540, 0.160, 0.093], [0.004, -0.020, 0.036], [-0.014, 0.174, -0.117], [0.019, 0.058, -0.037], [-0.099, -0.280, 0.286], [-0.029, -0.116, -0.075], [0.047, 0.026, 0.087], [0.022, -0.069, 0.002], [-0.033, -0.018, 0.014], [-0.239, 0.190, 0.182], [-0.013, -0.005, 0.001], [0.028, 0.046, 0.005], [-0.184, 0.128, -0.095], [-0.084, 0.064, -0.012], [0.270, -0.282, 0.131], [0.024, 0.083, 0.006], [1.014, 0.000, -0.484], [0.058, -0.043, -0.002], [0.022, -0.127, 0.091], [-0.011, -0.012, 0.012], [-0.006, -0.004, 0.012], [-1.828, 0.490, -0.356], [0.082, -0.926, 0.878], [-0.116, 0.057, -0.053], [-0.084, 0.560, -0.403], [-0.477, 0.034, -0.069], [0.806, 0.154, -0.155], [-0.049, -0.038, 0.054], [0.357, -0.168, 0.159], [0.024, 0.013, -0.008], [-0.022, -0.021, 0.002], [0.009, 0.010, 0.034], [0.012, -0.006, -0.136], [0.007, -0.095, 0.032], [0.038, -0.051, 0.064], [0.122, 0.010, -0.098], [0.051, -0.072, -0.006], [-0.002, 0.019, 0.011], [-0.001, -0.001, -0.008], [-0.110, 0.055, 0.076], [0.046, 0.039, 0.129], [0.000, -0.002, -0.026], [0.012, -0.008, -0.003], [-0.013, 0.005, 0.013], [-0.049, -0.036, 0.006], [0.000, 0.009, -0.015], [0.008, -0.010, 0.002], [-0.005, 0.013, 0.009], [-0.016, 0.010, 0.002], [0.004, 0.000, -0.001], [-0.004, -0.006, -0.004], [-0.002, 0.003, -0.001], [-0.131, -0.004, -0.261], [0.000, 0.004, 0.011], [-0.007, 0.000, -0.003], [-0.001, 0.003, -0.002], [0.002, 0.002, -0.009]], "homo_lumo_gap_ha": 0.323, "relative_energy_kj_mol": 9.0, "e_lumo_ev": 0.355}